Arrangement w

# C11H18

A cluster of 2 separate species, C11H18 in total (ωB97M-V/def2-TZVPD, OMol25).

Properties
Structure (SMILES) = CCc1ccccc1.CCC
Gap between HOMO and LUMO = 9.842 eV

Each line ends with the Mulliken charge.
Positions of all 29 atoms, in Å:
C -0.988 -1.170 -2.077  -1.20
C -0.432 -0.849 -0.675  -0.27
C -1.189 -1.410 0.507  0.47
C -2.522 -1.080 0.688  -0.44
C -3.065 -1.119 1.984  -0.54
C -2.449 -1.865 2.957  -0.40
C -1.226 -2.458 2.665  -0.27
C -0.535 -2.193 1.498  -0.62
H -0.349 -1.867 -2.619  0.35
H -1.176 -0.301 -2.696  0.28
H -1.961 -1.637 -1.922  0.36
H 0.640 -0.994 -0.723  0.28
H -0.587 0.227 -0.548  0.28
H -3.025 -0.677 -0.183  0.32
H -4.055 -0.716 2.132  0.35
H -2.924 -1.882 3.929  0.36
H -0.791 -3.132 3.393  0.35
H 0.358 -2.743 1.236  0.36
C 2.764 1.230 -0.300  -0.94
C 2.337 2.686 -0.354  -0.20
C 2.061 3.227 -1.772  -1.05
H 3.065 0.899 -1.302  0.35
H 3.717 1.079 0.221  0.36
H 2.092 0.504 0.143  0.03
H 1.401 2.786 0.210  0.27
H 3.038 3.367 0.112  0.35
H 0.990 3.399 -1.953  0.25
H 2.524 4.188 -1.988  0.30
H 2.285 2.503 -2.561  0.29


Arrangement x

# C11H18

A cluster of 2 separate species, C11H18 in total (ωB97M-V/def2-TZVPD, OMol25).

Properties
Structure (SMILES) = Cc1ccccc1.CC(C)C
Gap between HOMO and LUMO = 9.548 eV

Each line ends with the Mulliken charge.
Positions of all 29 atoms, in Å:
C 1.027 2.998 1.265  -1.43
C 0.725 2.413 -0.027  0.98
C -0.070 3.223 -0.873  -0.55
C -0.512 2.638 -2.088  -0.57
C 0.368 1.651 -2.533  -0.39
C 1.245 0.914 -1.770  -0.40
C 1.380 1.160 -0.426  -0.67
H 0.384 3.725 1.739  0.38
H 2.057 3.480 1.149  0.26
H 1.182 2.392 2.276  0.29
H -0.445 4.235 -0.629  0.33
H -1.296 2.776 -2.751  0.46
H 0.233 1.282 -3.583  0.27
H 1.956 0.139 -2.160  0.36
H 2.000 0.655 0.220  0.68
C -0.934 -2.425 2.226  -1.14
C -0.817 -2.146 0.646  1.07
C 0.683 -2.091 0.186  -1.44
C -1.718 -2.954 -0.108  -1.42
H -1.958 -2.880 2.326  0.29
H -1.091 -1.482 2.742  0.27
H 0.116 -2.874 2.455  0.30
H -1.255 -1.143 0.653  0.06
H 1.061 -3.044 0.015  0.50
H 0.675 -1.543 -0.741  0.23
H 1.307 -1.495 0.898  0.34
H -1.494 -3.774 -0.879  0.29
H -2.360 -3.494 0.470  0.39
H -2.449 -2.337 -0.699  0.27


Arrangement y

# C11H18

A cluster of 2 separate species, C11H18 in total (ωB97M-V/def2-TZVPD, OMol25).

Properties
Structure (SMILES) = Cc1ccccc1.CC(C)C
Gap between HOMO and LUMO = 9.968 eV

Each line ends with the Mulliken charge.
Positions of all 29 atoms, in Å:
C -0.665 2.393 0.860  -1.47
C -0.031 1.634 -0.265  0.33
C -0.697 0.966 -1.303  0.03
C -0.009 0.375 -2.367  -0.74
C 1.334 0.159 -2.262  -0.09
C 2.053 0.684 -1.185  -0.82
C 1.360 1.460 -0.267  -0.01
H -0.634 3.490 0.793  0.36
H -0.392 2.014 1.821  0.23
H -1.758 2.277 0.830  0.39
H -1.782 0.999 -1.302  0.37
H -0.540 -0.084 -3.176  0.35
H 1.788 -0.399 -3.076  0.36
H 3.138 0.588 -1.143  0.41
H 2.060 1.883 0.437  0.32
C -1.141 -0.741 2.384  -1.58
C -0.536 -1.390 1.155  2.65
C 0.650 -2.314 1.469  -1.80
C -1.559 -2.188 0.352  -1.42
H -2.185 -0.452 2.237  0.41
H -0.608 0.167 2.646  0.28
H -0.893 -1.393 3.235  0.41
H -0.121 -0.573 0.510  -1.18
H 0.352 -3.355 1.716  0.40
H 1.338 -2.466 0.638  0.41
H 1.304 -1.820 2.196  0.42
H -1.820 -1.580 -0.551  0.29
H -1.068 -3.034 -0.141  0.37
H -2.520 -2.370 0.827  0.35


Arrangement z

# C11H18

A cluster of 2 separate species, C11H18 in total (ωB97M-V/def2-TZVPD, OMol25).

Properties
Structure (SMILES) = CCc1ccccc1.CCC
Gap between HOMO and LUMO = 9.806 eV

Each line ends with the Mulliken charge.
Positions of all 29 atoms, in Å:
C 0.309 1.811 -2.760  -1.08
C -0.285 1.123 -1.503  -0.95
C 0.158 1.941 -0.255  0.89
C 1.336 1.522 0.319  -0.25
C 1.619 1.828 1.656  -0.71
C 0.678 2.652 2.342  -0.39
C -0.422 3.157 1.659  -0.35
C -0.781 2.850 0.322  -0.66
H 0.153 1.200 -3.699  0.36
H 1.417 1.906 -2.813  0.30
H -0.311 2.779 -2.909  0.25
H -1.253 1.024 -1.597  0.61
H 0.087 0.165 -1.468  0.09
H 1.847 0.628 -0.116  0.30
H 2.432 1.394 2.167  0.43
H 0.531 3.069 3.389  0.24
H -1.000 3.871 2.049  0.46
H -1.598 3.165 -0.277  0.43
C -1.368 -2.899 -0.559  -0.95
C -0.351 -2.756 0.546  -0.01
C 0.394 -4.058 1.059  -1.17
H -2.446 -3.172 -0.184  0.25
H -1.450 -2.011 -1.191  0.20
H -1.025 -3.637 -1.309  0.33
H 0.373 -2.103 0.245  0.04
H -0.745 -2.286 1.407  0.36
H -0.027 -4.897 0.629  0.36
H 1.413 -4.063 0.707  0.32
H 0.315 -4.204 2.144  0.29


Stability ranking, top and bottom: arrangement y is the most stable and arrangement x is the least stable.